(1)
Formula: C3H30O14S2
Source: the Open Molecules 2025 dataset
Level of theory: the ωB97M-V functional and the def2-TZVPD basis

The LUMO energy (alpha / beta) comes out at -4.50 / -8.79 eV. The value obtained for the HOMO energy (alpha / beta) is -13.0 / -13.0 eV. As for the expectation value of S²: 0.755.

The geometry in ORCA input format:
```
! wB97M-V def2-TZVPD RIJCOSX def2/J DEFGRID3
* xyz 1 2
C -1.519 -0.659 1.194
C -1.298 -2.117 1.218
O -0.086 -2.365 0.606
O -1.936 -2.996 1.625
C -2.861 -0.406 1.716
S -2.952 1.204 2.520
S -3.101 2.644 1.122
H -0.913 -0.133 2.046
H -1.391 -0.125 0.295
H -0.001 -3.387 0.613
H -3.254 -0.889 2.683
H -3.697 -0.774 1.042
H -2.030 3.088 0.623
H 1.876 -1.429 -3.785
H 1.177 -2.914 -3.733
O 2.093 -2.400 -3.968
H 3.762 -0.570 2.870
H 3.131 -1.868 3.411
O 3.441 -1.019 3.658
H 0.811 -0.522 3.321
H -0.201 -0.721 4.428
O -0.158 -0.913 3.506
H 2.492 0.551 -2.423
H 1.846 0.723 -0.945
O 2.731 0.779 -1.486
H 2.405 2.495 -1.699
H 2.907 3.626 -2.980
O 2.169 3.099 -2.581
H 4.894 -1.069 -0.573
H 4.338 0.297 -0.539
O 4.816 -0.357 -0.029
H -0.682 -1.004 -1.899
H -1.134 -2.436 -1.420
O -1.183 -1.801 -2.141
H 2.683 -2.737 0.362
H 2.847 -2.549 -1.119
O 3.050 -3.035 -0.336
H -1.452 1.577 -2.074
H 0.134 1.722 -2.355
O -0.616 1.123 -1.968
H 0.703 3.919 -0.022
H 2.070 4.359 -0.686
O 1.674 3.754 -0.139
H 0.895 0.398 -4.408
H 1.503 1.923 -3.690
O 1.080 0.830 -3.525
H -2.803 -0.964 -1.350
H -2.969 0.085 -2.516
O -3.205 -0.092 -1.538
*
```

Taken from the Löwdin analysis, the atomic charges in e are:
1 C -0.21
2 C -0.57
3 O 0.05
4 O 0.20
5 C -0.49
6 S 0.82
7 S 0.59
8 H 0.11
9 H 0.09
10 H 0.18
11 H 0.12
12 H 0.15
13 H -0.20
14 H 0.01
15 H 0.12
16 O -0.14
17 H 0.04
18 H 0.01
19 O -0.03
20 H 0.14
21 H 0.05
22 O -0.08
23 H 0.04
24 H 0.12
25 O -0.11
26 H 0.11
27 H 0.09
28 O -0.17
29 H -0.03
30 H -0.01
31 O -0.02
32 H 0.02
33 H 0.03
34 O -0.05
35 H -0.10
36 H 0.02
37 O 0.06
38 H 0.02
39 H 0.06
40 O -0.12
41 H 0.07
42 H -0.01
43 O -0.04
44 H 0.09
45 H 0.19
46 O -0.23
47 H 0.01
48 H 0.09
49 O -0.11

***

(2)
Formula: C3H33O14
Source: the Open Molecules 2025 dataset
Level of theory: the ωB97M-V functional and the def2-TZVPD basis

The LUMO energy comes out at 2.38 eV. The value obtained for the HOMO energy is -5.4 eV.

The geometry in ORCA input format:
```
! wB97M-V def2-TZVPD RIJCOSX def2/J DEFGRID3
* xyz -1 1
C 0.163 0.984 -0.175
C 0.599 -0.335 -0.862
C 1.870 -0.944 -0.385
O -0.440 -1.275 -0.715
H 0.970 1.695 -0.411
H 0.050 0.859 0.945
H -0.691 1.342 -0.695
H 0.668 -0.172 -1.896
H 2.687 -0.381 -0.735
H 1.984 -1.988 -0.833
H 1.976 -1.023 0.691
O 3.368 -3.332 0.972
H 3.634 -3.748 1.816
H 3.602 -2.443 1.168
O 1.538 0.960 2.770
H 1.039 1.611 2.311
H 1.820 0.440 2.020
O -2.635 -2.468 -0.147
H -1.914 -1.911 -0.435
H -2.214 -3.297 0.004
O -1.927 -0.306 -2.691
H -1.679 -0.745 -3.503
H -1.226 -0.678 -2.076
O -0.860 -1.270 2.076
H -0.694 -0.991 1.184
H -0.762 -0.517 2.638
O -2.198 3.065 0.293
H -2.738 3.594 -0.220
H -2.260 2.271 -0.219
O 0.673 -3.630 0.510
H 1.674 -3.565 0.546
H 0.528 -2.734 0.149
O 3.501 -1.414 3.169
H 2.775 -1.947 3.500
H 3.507 -0.622 3.735
O -0.155 3.154 1.776
H -0.065 4.072 1.657
H -0.948 2.803 1.311
O 0.083 -2.948 -2.572
H 0.263 -2.216 -1.943
H -0.828 -2.935 -2.582
O -0.095 4.251 -1.018
H -0.719 3.834 -0.365
H -0.398 5.163 -1.319
O -2.877 0.639 -0.285
H -3.756 1.109 -0.134
H -2.843 0.300 -1.177
O -1.678 2.730 -2.769
H -0.931 3.139 -2.313
H -1.417 1.804 -2.767
*
```

Taken from the Löwdin analysis, the atomic charges in e are:
1 C -0.04
2 C -0.53
3 C -0.06
4 O -0.37
5 H 0.10
6 H 0.07
7 H 0.02
8 H 0.11
9 H 0.07
10 H 0.11
11 H 0.06
12 O -0.05
13 H 0.07
14 H 0.00
15 O -0.05
16 H -0.04
17 H 0.00
18 O -0.06
19 H -0.05
20 H 0.01
21 O -0.08
22 H 0.05
23 H 0.01
24 O -0.04
25 H -0.03
26 H 0.00
27 O -0.04
28 H 0.05
29 H -0.01
30 O -0.11
31 H 0.00
32 H -0.03
33 O -0.06
34 H 0.05
35 H 0.05
36 O -0.06
37 H 0.02
38 H 0.01
39 O -0.05
40 H -0.02
41 H -0.03
42 O -0.11
43 H 0.00
44 H 0.09
45 O -0.05
46 H 0.11
47 H 0.01
48 O -0.07
49 H -0.01
50 H 0.00

***

(3)
Formula: C3H33O14
Source: the Open Molecules 2025 dataset
Level of theory: the ωB97M-V functional and the def2-TZVPD basis

The LUMO energy comes out at 2.09 eV. The value obtained for the HOMO energy is -5.5 eV.

The geometry in ORCA input format:
```
! wB97M-V def2-TZVPD RIJCOSX def2/J DEFGRID3
* xyz -1 1
C -1.001 27.771 -18.425
C -1.458 27.421 -17.029
C -2.584 28.288 -16.469
O -1.845 26.084 -16.884
H -0.219 27.276 -18.805
H -0.826 28.829 -18.327
H -1.808 27.589 -19.086
H -0.655 27.609 -16.374
H -2.309 29.376 -16.652
H -2.581 28.250 -15.423
H -3.574 28.169 -16.733
O -2.725 24.582 -19.083
H -2.457 25.010 -18.291
H -3.646 24.878 -19.218
O -0.538 30.087 -14.911
H -1.053 29.310 -14.680
H -0.024 30.341 -14.161
O 1.788 28.664 -15.081
H 1.975 29.025 -14.213
H 1.014 29.086 -15.217
O -6.308 27.428 -17.895
H -6.028 27.964 -17.151
H -7.179 27.169 -17.641
O 0.757 26.156 -15.065
H 1.525 26.764 -15.004
H 0.326 26.402 -15.859
O 1.331 26.044 -20.488
H 1.482 25.098 -20.322
H 1.528 26.348 -19.567
O 2.257 27.215 -17.762
H 1.481 27.713 -17.491
H 2.329 26.312 -17.406
O -4.425 25.704 -16.669
H -4.928 26.467 -16.811
H -3.515 25.886 -16.524
O 0.105 24.386 -17.355
H -0.531 24.987 -17.103
H -0.378 23.592 -17.662
O -2.339 24.976 -14.458
H -1.600 24.862 -13.777
H -1.988 25.403 -15.197
O -2.722 28.816 -12.340
H -3.284 28.284 -12.884
H -1.930 28.277 -12.507
O -0.290 27.813 -13.308
H -0.017 27.106 -13.883
H 0.301 27.685 -12.538
O -1.272 25.544 -21.272
H -0.431 25.823 -20.977
H -1.752 25.631 -20.450
*
```

Taken from the Löwdin analysis, the atomic charges in e are:
1 C -0.01
2 C -0.53
3 C -0.03
4 O -0.32
5 H 0.01
6 H 0.09
7 H 0.08
8 H 0.07
9 H 0.10
10 H 0.04
11 H 0.03
12 O -0.06
13 H -0.04
14 H 0.06
15 O -0.04
16 H 0.00
17 H 0.03
18 O -0.01
19 H 0.06
20 H -0.07
21 O -0.03
22 H 0.04
23 H 0.03
24 O -0.04
25 H 0.05
26 H -0.02
27 O -0.07
28 H 0.06
29 H 0.02
30 O -0.05
31 H 0.02
32 H 0.06
33 O -0.04
34 H -0.06
35 H -0.05
36 O -0.05
37 H -0.09
38 H 0.06
39 O -0.07
40 H 0.07
41 H -0.07
42 O -0.07
43 H 0.01
44 H -0.01
45 O -0.06
46 H -0.02
47 H 0.09
48 O -0.07
49 H -0.06
50 H -0.03

***

(4)
Formula: C3H33O14Y
Source: the Open Molecules 2025 dataset
Level of theory: the ωB97M-V functional and the def2-TZVPD basis

The LUMO energy comes out at -11.64 eV. The value obtained for the HOMO energy is -14.7 eV.

The geometry in ORCA input format:
```
! wB97M-V def2-TZVPD RIJCOSX def2/J DEFGRID3
* xyz 2 1
Y -13.566 22.142 -8.288
C -17.734 20.864 -3.241
C -17.448 20.265 -4.617
C -18.732 20.142 -5.477
O -16.381 20.977 -5.214
H -18.613 20.394 -2.799
H -17.934 21.935 -3.213
H -16.889 20.615 -2.598
H -17.123 19.231 -4.501
H -19.213 21.073 -5.776
H -19.405 19.538 -4.867
H -18.464 19.609 -6.389
O -22.430 19.101 -9.852
H -21.816 19.793 -9.606
H -22.136 18.334 -9.361
O -16.217 17.496 0.871
H -16.548 18.071 1.561
H -15.713 18.073 0.298
O -16.417 24.827 -7.479
H -16.839 25.685 -7.529
H -16.787 24.423 -6.694
O -22.805 24.940 -7.715
H -21.958 24.726 -8.106
H -22.858 25.895 -7.767
O -19.124 26.762 -2.142
H -19.942 26.341 -1.878
H -19.401 27.534 -2.637
O -18.297 24.396 0.826
H -18.362 23.896 0.013
H -18.149 25.298 0.542
O -17.421 14.195 -3.656
H -16.562 13.844 -3.423
H -17.287 15.142 -3.709
O -11.418 20.592 -5.148
H -10.577 20.576 -4.691
H -12.062 20.382 -4.471
O -16.772 21.469 -10.159
H -17.572 21.917 -9.883
H -17.051 20.896 -10.873
O -21.237 16.325 -7.257
H -21.039 16.669 -6.386
H -20.455 15.829 -7.503
O -12.504 21.983 -0.771
H -12.661 21.199 -1.299
H -12.861 21.768 0.090
O -14.317 25.326 -2.680
H -15.188 25.670 -2.482
H -14.309 24.453 -2.287
O -12.956 18.051 -2.123
H -13.141 17.501 -2.884
H -12.148 17.690 -1.757
*
```

Taken from the Löwdin analysis, the atomic charges in e are:
1 Y 1.70
2 C 0.01
3 C -0.47
4 C 0.01
5 O 0.03
6 H 0.11
7 H 0.10
8 H 0.09
9 H 0.13
10 H 0.10
11 H 0.10
12 H 0.09
13 O -0.04
14 H 0.01
15 H 0.02
16 O -0.05
17 H 0.03
18 H 0.01
19 O -0.08
20 H 0.05
21 H 0.03
22 O -0.05
23 H 0.02
24 H 0.03
25 O -0.06
26 H 0.03
27 H 0.03
28 O -0.04
29 H 0.01
30 H 0.03
31 O -0.05
32 H 0.03
33 H 0.01
34 O -0.08
35 H 0.05
36 H 0.02
37 O -0.09
38 H 0.04
39 H 0.05
40 O -0.04
41 H 0.02
42 H 0.03
43 O -0.05
44 H 0.01
45 H 0.04
46 O -0.05
47 H 0.03
48 H 0.02
49 O -0.05
50 H 0.03
51 H 0.04

***

Which max |F| belongs to each record? In order, 9.38 3.52 5.40 3.19 eV Å⁻¹.